# C25H33NO4

C25H33NO4 in the gas phase at a distorted geometry (ωB97M-V/def2-TZVPD, the Open Molecules 2025 dataset).

Geometry as XYZ:
```
63
Properties=species:S:1:pos:R:3:nbo_charge:R:1
H 2.982 0.158 6.729 0.215
C 4.310 -1.674 -0.209 -0.197
O 1.541 -1.349 2.429 -0.560
C 0.331 -0.445 4.694 0.236
C 2.053 0.315 6.205 -0.198
C -4.504 3.686 -5.113 -0.628
H -1.832 -2.197 0.052 0.212
H -0.373 2.652 5.916 0.212
C -1.315 0.042 -1.274 0.109
O 0.442 0.224 0.310 -0.551
H 2.362 0.471 -1.915 0.206
C -1.314 1.458 -0.692 -0.474
C -2.281 0.192 -3.445 -0.076
H -1.725 -0.830 1.132 0.196
C 1.982 -2.008 -0.756 -0.017
C 2.136 -3.325 -0.320 -0.195
H -1.216 -2.938 2.202 0.208
C -0.424 -2.446 1.636 -0.497
C 4.429 -2.982 0.238 -0.207
C 3.099 0.267 -1.145 -0.634
H -2.811 2.244 -3.093 0.156
C 1.358 1.501 6.416 -0.223
H 0.860 -0.977 -2.205 0.238
H -4.566 4.734 -5.385 0.210
H 5.172 -1.026 -0.189 0.202
C -0.273 -0.770 -0.392 0.265
H -2.294 -0.385 -1.037 0.162
O -3.014 1.775 -5.082 -0.541
H 3.361 -4.845 0.525 0.209
H 2.083 -1.569 5.189 0.227
H 0.158 -3.235 1.182 0.241
H -2.142 1.511 0.004 0.210
H -4.633 3.602 -4.037 0.202
H 0.122 -2.445 -1.674 0.216
C 0.652 -1.563 -1.318 -0.452
C -3.145 3.127 -5.490 -0.059
H 2.834 0.879 -0.286 0.232
H -1.325 2.259 -1.422 0.224
H -2.973 3.177 -6.562 0.183
H -1.278 0.945 4.370 0.203
C -1.129 -1.567 0.590 -0.391
H 5.375 -3.342 0.615 0.208
H -1.233 -1.325 3.731 0.380
H 1.734 2.253 7.092 0.211
C -0.348 0.755 4.889 -0.268
H 1.276 -3.978 -0.384 0.191
H -2.186 -0.395 -4.357 0.199
N -0.234 -1.434 3.836 -0.659
C 3.104 -1.170 -0.702 0.018
C 0.416 -1.681 2.625 0.690
H -5.285 3.119 -5.609 0.212
C 1.534 -0.653 5.348 -0.232
C 0.158 1.727 5.751 -0.204
C 3.328 -3.822 0.188 -0.224
C 0.062 1.555 -0.021 -0.059
O -1.146 -0.118 -2.665 -0.535
H -2.381 3.750 -5.020 0.162
H -1.279 1.999 -3.955 0.173
H 0.070 2.097 0.917 0.198
C -2.310 1.652 -3.866 -0.086
H -3.208 -0.124 -2.963 0.168
H 4.090 0.580 -1.454 0.212
H 0.764 1.910 -0.774 0.169
```

Output
SMILES ... CCOCCO[C@@H]1CCO[C@]1(CCC(=O)Nc1ccccc1)Cc1ccccc1C
LUMO ... 0.53 eV
Energy above the lowest of the compared OMol25 structures with the same formula, charge and spin ... 124.3 kJ/mol



# C25H34Cl3NNaO5PS

A molecular structure, C25H34Cl3NNaO5PS (ωB97M-V/def2-TZVPD, the Open Molecules 2025 dataset).

Geometry as XYZ:
```
71
Properties=species:S:1:pos:R:3:mulliken_charge:R:1
O -1.732 -3.045 -0.407 -0.787
C 4.456 -0.050 0.496 -0.996
H 6.236 -0.635 1.497 0.282
H -1.394 1.919 3.081 0.293
H 0.843 2.097 0.999 -1.542
H -1.053 3.310 2.056 0.429
H 3.411 3.413 -3.913 0.257
H 3.022 -2.280 -2.877 0.571
H -1.216 -0.423 3.125 0.363
O -2.767 -4.906 0.350 -0.659
H -2.431 3.169 -3.112 0.352
H 5.002 0.273 -0.383 0.440
C 3.411 2.395 -3.526 -0.755
C 0.207 -0.594 4.686 -1.508
C 2.292 3.320 -1.486 -1.047
C 2.861 0.867 -1.717 -0.633
H 5.699 -2.520 3.689 0.315
H 0.467 0.443 4.882 0.125
Cl -0.369 -6.153 -1.317 -0.207
H -2.453 3.411 -1.342 0.285
H 0.654 -2.832 2.986 0.264
N 2.295 0.642 -0.470 0.058
C 4.521 1.648 -5.668 -1.500
H 4.271 -0.744 -4.375 0.390
C 3.036 0.101 0.511 -0.313
H 4.626 -1.647 4.779 0.329
H -1.614 1.796 1.327 0.280
C 3.294 -1.613 -2.055 -1.587
Cl -0.275 -5.927 1.572 -0.181
H 6.117 -0.893 4.217 0.327
H 0.928 2.262 4.043 0.342
C 4.517 -0.954 2.748 0.340
C 2.870 2.165 -2.264 0.587
C 5.281 -1.531 3.911 -1.722
H -0.811 -2.583 2.040 0.005
S -2.868 1.160 -1.937 1.246
H 1.512 3.826 -2.066 0.381
C 3.365 -0.186 -2.530 1.744
C 3.945 1.378 -4.302 0.926
C -0.984 2.216 2.108 -1.507
C -1.814 -4.223 -0.006 0.275
C -0.408 -4.998 0.054 0.399
C -0.211 -0.851 3.229 0.426
H 4.245 -1.954 -1.636 0.301
H 2.550 -1.707 -1.266 -0.109
C -2.119 2.762 -2.151 -0.626
O -2.497 0.764 -0.567 -0.786
H 5.551 1.290 -5.753 0.311
C 3.899 0.088 -3.780 -0.758
C 5.153 -0.555 1.572 -0.809
H 3.944 1.157 -6.458 0.292
H 3.055 4.067 -1.246 0.376
C 2.383 -0.317 1.723 0.265
H 2.625 -1.090 3.689 0.085
H 4.525 2.719 -5.883 0.341
H 1.437 3.472 2.876 0.437
O -4.292 1.357 -2.126 -0.704
H -0.621 -0.869 5.349 0.462
C 0.468 1.763 1.970 2.282
H 1.859 2.960 -0.556 -0.495
H 1.049 -1.213 4.989 0.355
H -0.920 -2.830 3.790 0.490
H -1.032 2.647 -2.119 -0.045
O -2.218 0.282 -2.907 -0.759
C 3.133 -0.804 2.787 0.388
C 1.351 2.392 3.044 -1.815
H 2.354 1.966 3.037 0.358
P 0.579 -0.083 1.712 1.182
Na -1.356 -1.003 -0.725 1.127
Cl 0.996 -3.932 -0.068 -0.092
C -0.333 -2.359 2.994 -1.141
```

Output
LUMO ... 4.03 eV
Net charge ... -2



# C25H34F3N2O3RhS2Sb

A molecular structure, C25H34F3N2O3RhS2Sb at a distorted geometry (ωB97M-V/def2-TZVPD, the Open Molecules 2025 dataset).

Geometry as XYZ:
```
71
Properties=species:S:1:pos:R:3:mulliken_spin:R:1
H -1.144 4.549 0.979 0.005
H -3.079 2.780 -0.640 0.003
C -0.372 -1.435 -5.441 0.003
C 2.024 0.204 -0.679 0.058
C 0.601 -2.363 -5.080 0.001
Rh -0.684 -1.151 0.237 2.334
H 1.421 -3.599 -3.528 0.000
S 0.082 -2.369 2.042 0.518
H 0.515 2.693 -1.781 0.003
H 3.830 -0.278 1.344 0.000
F 0.454 -5.122 3.787 0.003
H -1.404 3.836 2.928 0.000
H 1.729 0.828 -1.519 -0.004
F 0.824 -6.835 2.514 0.000
H 4.091 1.829 -0.112 0.012
H 2.537 2.195 3.723 0.000
F 1.811 -4.951 2.104 0.003
O -2.046 1.466 -4.734 0.002
H -2.739 2.550 1.083 -0.005
C -1.262 -6.067 1.009 -0.009
C 2.260 0.994 0.613 0.087
H -0.434 1.199 -1.672 -0.011
C 0.661 -5.507 2.521 0.004
H 1.260 -0.573 -0.550 -0.018
H 3.467 2.675 1.302 0.001
O -3.615 -0.334 -5.384 0.001
N -3.017 0.008 -2.941 0.015
C -0.990 2.722 -0.214 0.119
C -2.205 -0.783 -2.319 -0.018
H 0.702 4.896 1.879 -0.001
C 1.316 4.333 2.578 0.016
C -1.239 -1.006 -4.458 -0.004
H 2.981 0.558 2.642 -0.003
C -0.750 3.327 3.638 0.038
C -2.417 2.276 0.076 0.060
H 1.479 4.972 3.456 0.008
H -1.059 -7.114 1.191 0.000
H -1.162 2.642 -2.333 0.009
H 1.297 -2.726 -5.828 0.000
C -0.780 -3.768 1.373 0.015
C -2.489 -4.339 -0.067 -0.011
Sb 0.301 1.702 1.364 0.312
H 2.291 4.151 2.126 -0.002
N -1.758 -3.408 0.544 0.063
H 0.238 4.531 -0.148 -0.003
H -1.245 2.412 3.972 0.001
C 2.843 0.064 1.682 0.042
H -0.197 -2.840 -1.812 -0.026
C 0.642 3.057 3.066 0.094
C 1.513 2.314 4.076 0.021
H 2.232 -0.823 1.839 -0.021
C 3.173 2.189 0.371 -0.007
H 2.944 -0.327 -0.950 0.003
C -0.216 -2.406 -2.802 0.030
O -2.282 -0.994 -1.023 0.136
C -0.798 4.213 0.001 0.017
H -2.896 -6.427 -0.342 0.002
C -0.487 -5.103 1.631 -0.006
H -0.446 -1.067 -6.459 0.000
C 0.676 -2.852 -3.777 0.009
C -2.279 -5.688 0.151 0.033
H 1.113 1.333 4.343 0.000
C -0.473 2.279 -1.563 0.037
C -1.162 -1.458 -3.158 0.023
H -3.262 -3.980 -0.738 0.004
S -2.587 0.151 -4.524 0.001
H 2.728 2.936 -0.293 0.000
H 1.553 2.911 4.995 0.004
H -1.408 4.727 -0.755 0.010
H -2.566 1.210 -0.067 -0.017
H -0.645 3.981 4.512 0.004
```

Output
2S+1 ... 5
LUMO (alpha / beta) ... -2.81 / -6.26 eV
Net charge ... +1



# C25H34N2O2PPbSe

A molecular structure, C25H34N2O2PPbSe (ωB97M-V/def2-TZVPD, the Open Molecules 2025 dataset).

Geometry as XYZ:
```
66
Properties=species:S:1:pos:R:3:nbo_charge:R:1
C -2.235 3.108 0.941 0.119
C -2.037 2.520 -0.314 -0.249
H -0.424 1.406 -4.260 0.232
H -2.696 -0.118 -3.585 0.232
C 3.068 -1.222 2.737 -0.250
C 3.401 0.632 1.091 -0.639
H 4.591 -3.966 0.531 0.236
H 3.668 -2.591 4.966 0.239
C 0.867 -2.126 3.181 -0.248
C -0.586 1.628 1.856 -0.077
H -3.966 0.728 -0.930 0.206
C 2.828 -3.046 4.443 -0.655
H 0.815 3.473 -3.724 0.231
C -0.717 1.988 -3.376 -0.500
H -1.617 3.094 3.002 0.236
C -2.694 -0.089 -2.488 -0.485
C -0.274 -3.400 -0.421 0.173
H -2.653 -1.552 -0.876 0.203
P -0.997 0.617 -2.150 0.807
H 0.246 -2.835 3.713 0.237
H 0.256 3.413 -2.055 0.207
H -1.428 -1.438 0.971 0.241
H -1.978 -2.155 -2.384 0.229
H -2.846 4.977 1.794 0.243
C 0.276 -1.276 2.275 0.081
Se -1.186 -4.680 0.366 -0.127
H 4.958 -4.613 -1.086 0.244
H 3.207 -3.934 3.930 0.257
C -3.918 0.692 -2.020 -0.616
H -2.639 2.883 -1.133 0.231
N 0.704 0.237 0.426 -0.261
H -1.741 -0.520 2.448 0.227
H -1.588 -2.272 2.504 0.255
H 1.348 2.166 -2.669 0.208
H 3.359 0.566 0.005 0.240
H -4.142 3.818 1.555 0.252
C -1.156 1.478 -0.530 -0.149
H -4.817 0.175 -2.361 0.232
H -1.548 3.521 -4.631 0.229
C -2.757 -1.523 -1.963 -0.606
H -2.168 3.574 -2.996 0.198
C -1.500 2.631 2.031 -0.241
H 4.121 -1.168 2.983 0.232
N 0.309 -2.533 -0.956 -0.838
H -3.726 -1.962 -2.206 0.226
H -3.961 1.709 -2.405 0.208
O 3.104 -3.162 -2.086 -0.728
O 3.521 -1.727 -0.473 -0.827
C -0.374 1.039 0.577 0.022
C -1.202 -1.371 2.035 -0.655
H -3.482 4.678 0.164 0.232
H 2.085 -3.376 5.166 0.237
C 2.570 -0.424 1.742 0.122
C 0.496 2.800 -2.927 -0.611
H 4.442 0.541 1.394 0.240
H 5.767 -3.143 -0.484 0.244
C 1.159 -0.453 1.485 0.164
C 4.837 -3.707 -0.498 -0.716
C 3.751 -2.845 -1.062 0.808
C -3.224 4.215 1.113 -0.655
Pb 1.783 -1.164 -1.939 1.449
H -2.742 2.336 -4.127 0.217
H 3.044 1.624 1.377 0.229
C -1.869 2.896 -3.796 -0.612
H 0.066 1.340 2.670 0.223
C 2.243 -2.112 3.436 0.168
```

Output
LUMO ... -6.13 eV
Net charge ... +1
Energy above the lowest of the compared OMol25 structures with the same formula, charge and spin ... 22.0 kJ/mol